C17H21Cl3MnO4 as an isolated structure at a distorted geometry, computed with ωB97M-V with the def2-TZVPD basis set.

Geometry as XYZ:
```
46
Properties=species:S:1:pos:R:3:forces:R:3:lowdin_spin:R:1
C -0.490 0.764 -3.043 -1.713 -1.639 0.065 0.002
C -1.377 -0.308 -2.909 1.491 2.889 -0.312 0.004
C -0.609 -1.509 -2.728 3.202 0.170 -0.289 0.001
C -2.852 -0.219 -2.961 -0.436 0.085 0.075 0.000
C 0.751 -1.189 -2.799 -2.595 -0.979 0.031 0.001
C 0.874 0.250 -3.022 1.145 0.499 -0.258 0.001
C 2.028 0.945 -3.233 -1.744 -0.967 0.307 -0.001
C -0.811 2.183 -3.225 -0.180 0.691 -0.117 0.000
C -1.176 -2.854 -2.539 -0.154 -0.431 0.138 0.000
C 1.866 -2.135 -2.695 0.578 -0.573 0.071 0.001
Mn -0.389 0.300 0.733 -0.460 0.030 0.213 2.899
Cl -2.291 -1.102 0.384 0.257 0.172 0.010 0.034
Cl -1.310 2.225 1.637 -0.237 0.329 -0.114 0.010
Cl 1.384 -1.086 0.637 0.509 -0.678 -0.217 0.018
H -3.170 0.800 -2.716 -0.068 -0.220 0.003 0.000
H -3.307 -0.907 -2.242 0.026 0.176 -0.073 0.000
H -3.235 -0.452 -3.966 0.064 -0.031 0.097 0.000
H -2.117 -2.783 -1.983 0.206 -0.172 -0.012 0.000
H -0.472 -3.479 -1.979 -0.218 0.020 -0.024 0.000
H -1.368 -3.337 -3.508 -0.035 -0.015 0.091 0.000
H 1.773 -2.753 -1.791 0.149 0.231 -0.156 0.001
H 2.807 -1.583 -2.652 0.058 -0.258 0.165 0.000
H 1.917 -2.811 -3.562 0.010 0.062 0.071 0.000
H 2.965 0.402 -3.211 0.105 0.324 -0.043 0.000
H 1.832 1.450 0.034 -1.008 -0.090 -0.158 0.002
H 1.983 2.019 -3.388 0.266 -0.167 0.007 0.000
H -1.770 2.424 -2.748 0.271 0.150 -0.070 0.000
H -0.880 2.455 -4.291 -0.026 0.062 0.151 0.000
H -0.013 2.788 -2.776 -0.339 0.095 -0.004 0.000
O 0.900 1.681 -0.204 0.875 0.462 0.374 0.011
H 0.678 2.505 0.278 -0.095 -0.392 -0.011 0.001
O 3.025 2.256 4.916 0.164 0.147 -0.352 0.000
C 2.216 1.877 5.826 -0.815 -0.625 0.650 0.000
C 2.364 2.314 7.193 0.014 -0.140 -0.451 0.000
C 1.561 1.837 8.213 -0.112 -0.138 -0.430 0.000
C 0.538 0.918 7.933 -0.189 -0.215 -0.199 0.000
C 0.323 0.509 6.607 0.041 0.166 0.349 0.000
C 1.102 0.963 5.556 0.918 0.757 -0.004 0.000
C 0.806 0.537 4.138 -0.220 -0.201 0.362 0.001
O -0.161 -0.156 3.861 0.662 0.405 -0.184 0.009
O 1.680 0.976 3.227 -0.109 0.081 0.538 0.004
H 2.382 1.534 3.752 -0.309 -0.094 -0.159 0.000
H 3.165 3.029 7.372 -0.088 -0.099 0.077 0.000
H 1.725 2.181 9.236 -0.039 -0.062 -0.155 0.000
H -0.092 0.528 8.733 0.134 0.103 -0.182 0.000
H -0.477 -0.181 6.347 0.044 0.081 0.126 0.000
```
Positions in Å, forces in eV/Å.

As for the spin multiplicity: 4. For the gap between HOMO and LUMO (alpha / beta), the calculation gives 6.441 / 6.056 eV. Its HOMO energy (alpha / beta) is -1.8 / -1.4 eV. As for the expectation value of S²: 3.8772. As for the max |F|: 3.27 eV Å⁻¹. The net charge is -2.